1.
The following is a DFT calculation (the ωB97M-V functional and the def2-TZVPD basis) of a structure of composition C25H43IrN4O3SSb2 in a non-equilibrium geometry.

Geometry as XYZ:
```
79
Properties=species:S:1:pos:R:3
Ir 0.012 -0.184 1.285
C 2.963 0.696 -2.221
Sb 2.716 -0.066 -0.249
C 4.475 -1.271 -0.181
C 3.557 1.687 1.101
C 3.742 2.836 0.276
C 5.005 3.055 -0.331
C 5.246 4.166 -1.095
C 4.209 5.076 -1.323
C 2.952 4.862 -0.764
C 2.700 3.780 0.065
C 1.396 3.689 0.771
Sb -0.091 2.374 -0.184
C -0.134 3.328 -2.097
C -1.806 3.282 0.687
H 3.950 1.153 -2.265
H 2.198 1.425 -2.476
H 2.911 -0.153 -2.901
H 5.319 -0.649 -0.482
H 4.337 -2.077 -0.898
H 4.639 -1.680 0.813
H 4.474 1.205 1.436
H 2.798 1.732 1.876
H 5.802 2.343 -0.145
H 6.225 4.342 -1.518
H 4.390 5.957 -1.924
H 2.165 5.588 -0.931
H 0.858 4.636 0.743
H 1.451 3.317 1.791
H -0.430 4.358 -1.906
H -0.869 2.844 -2.735
H 0.844 3.296 -2.572
H -1.702 4.361 0.586
H -1.877 3.000 1.734
H -2.694 2.950 0.154
C -0.114 2.166 7.834
C -1.029 1.401 6.890
N -0.582 1.525 5.486
C -0.050 0.663 4.645
S 0.253 1.352 3.029
N 0.359 -0.561 4.903
C 0.568 -1.236 6.198
C -0.545 -2.221 6.523
H -0.511 2.105 8.847
H -0.057 3.219 7.559
H 0.896 1.754 7.836
H -2.031 1.826 6.924
H -1.104 0.357 7.166
H -0.707 2.456 5.111
H 0.476 -1.154 4.092
H 0.689 -0.484 6.971
H 1.518 -1.762 6.115
H -1.520 -1.732 6.536
H -0.367 -2.668 7.500
H -0.576 -3.021 5.782
C -2.632 -1.991 -0.529
C -2.968 -0.666 0.069
C -4.405 -0.286 0.123
O -2.104 0.109 0.495
H -3.184 -2.135 -1.459
H -2.957 -2.784 0.150
H -1.563 -2.083 -0.704
H -4.987 -1.116 0.530
H -4.775 -0.124 -0.894
H -4.569 0.611 0.712
C 1.608 -4.821 -1.606
N 0.990 -4.121 -0.465
C 0.285 -4.804 0.489
C -0.230 -4.212 1.593
C -0.052 -2.809 1.701
O -0.465 -2.015 2.601
N 0.603 -2.174 0.720
C 1.164 -2.773 -0.333
O 1.823 -2.106 -1.157
H 1.722 -5.872 -1.358
H 2.581 -4.384 -1.806
H 0.989 -4.720 -2.495
H 0.154 -5.862 0.304
H -0.756 -4.775 2.349
```

Computed properties:
2S+1 = 2
Kohn-Sham gap (alpha / beta) = 5.5 / 5.2 eV
Total charge = +3
<S²> = 1.0436
Energy above the lowest of the compared OMol25 structures with the same formula, charge and spin = 1.374 eV


2.
The following is a DFT calculation (the ωB97M-V functional and the def2-TZVPD basis) of a structure of composition C25H43IrNP2 in a non-equilibrium geometry.

Geometry as XYZ:
```
72
Properties=species:S:1:pos:R:3
Ir 0.423 -0.957 -2.489
C -2.666 -0.106 -0.946
C -2.182 0.542 -2.098
C -1.539 -1.706 -2.197
C -2.248 -1.455 -0.949
C -1.561 -0.471 -2.968
C -3.573 0.499 0.078
H -3.259 1.519 0.337
H -3.624 -0.118 0.992
H -4.613 0.558 -0.296
C -2.616 -2.517 0.013
H -3.059 -2.090 0.926
H -1.721 -3.107 0.266
H -3.363 -3.206 -0.424
C -1.191 -3.007 -2.797
H -1.842 -3.223 -3.654
H -1.252 -3.784 -2.027
H -0.135 -2.975 -3.173
C -1.452 -0.432 -4.445
H -1.926 -1.296 -4.928
H -0.367 -0.470 -4.675
H -1.856 0.503 -4.836
C -2.278 1.967 -2.448
H -3.177 2.204 -3.037
H -1.401 2.252 -3.048
H -2.304 2.604 -1.551
C -2.026 0.576 4.443
C -2.349 1.418 3.437
C -1.396 2.132 2.542
C 0.109 2.059 2.933
C 0.781 0.985 2.107
C 0.621 -0.384 2.476
C -0.638 -0.993 2.921
C -1.063 -0.560 4.355
H -1.691 3.199 2.500
H 0.236 1.862 4.004
H -1.542 1.753 1.514
H -0.173 -0.331 4.970
H -2.557 0.652 5.396
H -3.398 1.684 3.259
H -1.557 -1.424 4.819
H -1.485 -0.861 2.222
H 1.470 -1.073 2.406
H -0.486 -2.088 2.956
H 0.556 3.037 2.716
H 0.428 1.135 1.052
P 2.609 1.166 1.232
P 2.461 -0.697 -2.702
C 3.324 0.886 -0.433
C 3.247 -0.524 -1.034
H 4.392 1.147 -0.288
H 2.886 1.656 -1.090
H 4.270 -0.926 -1.153
H 2.690 -1.230 -0.391
C 3.365 -2.125 -3.443
H 2.705 -2.609 -4.176
H 3.616 -2.840 -2.649
H 4.283 -1.777 -3.944
C 3.050 0.673 -3.754
H 3.951 0.369 -4.304
H 3.272 1.560 -3.150
H 2.261 0.923 -4.473
C 3.650 0.221 2.410
H 3.215 0.263 3.417
H 4.641 0.706 2.430
H 3.752 -0.823 2.083
C 3.137 2.859 1.653
H 3.202 3.466 0.743
H 4.135 2.805 2.107
H 2.460 3.339 2.362
N -5.200 -1.693 3.345
C -4.433 -1.303 2.546
```

Computed properties:
2S+1 = 5
Kohn-Sham gap (alpha / beta) = 5.6 / 3.8 eV
Total charge = +1
<S²> = 6.0212
Energy above the lowest of the compared OMol25 structures with the same formula, charge and spin = 1.348 eV


Question: energy above the lowest of the compared OMol25 structures with the same formula, charge and spin of number 1 (C25H43IrN4O3SSb2)?
Answer: 1.374 eV